The following is a DFT calculation (ωB97M-V/def2-TZVPD) of a molecular structure, C56H45AsOOsP2S4 at a distorted geometry.

Atoms and positions in Å:
Os -0.4618 -0.3420 -0.1877
S -0.9459 -1.4765 -2.1554
C -0.2322 -3.0813 -2.1374
C -0.3145 -3.8506 -3.2975
C 0.1953 -5.1349 -3.3131
C 0.7877 -5.6653 -2.1743
C 0.8664 -4.9062 -1.0152
C 0.3584 -3.6142 -0.9831
As 0.3763 -2.4727 0.5873
C -1.4171 -2.7307 1.3301
C -1.7441 -1.9083 2.4107
C -3.0029 -1.9657 2.9797
C -3.9443 -2.8481 2.4719
C -3.6238 -3.6714 1.4042
C -2.3678 -3.6088 0.8217
C 1.4244 -3.6131 1.7997
C 2.8099 -3.6290 1.6650
C 3.5650 -4.5600 2.3577
C 2.9393 -5.4725 3.1917
C 1.5609 -5.4551 3.3364
C 0.7990 -4.5293 2.6404
H -0.7815 -3.4335 -4.1772
H 0.1218 -5.7297 -4.2109
H 1.1808 -6.6698 -2.1867
H 1.3164 -5.3249 -0.1230
H -0.9821 -1.2438 2.8231
H -3.2467 -1.3250 3.8146
H -4.9268 -2.8926 2.9165
H -4.3560 -4.3659 1.0209
H -2.1238 -4.2421 -0.0245
H 3.2858 -2.9132 1.0050
H 4.6383 -4.5756 2.2403
H 3.5277 -6.2029 3.7241
H 1.0766 -6.1708 3.9834
H -0.2812 -4.5221 2.7501
C 3.0814 1.7990 -0.9915
P 1.5280 0.8391 -1.4543
C 2.3632 -0.6092 -2.1997
C 2.1799 -1.0020 -3.5214
C 2.8637 -2.0977 -4.0191
C 3.7041 -2.8325 -3.1999
C 3.8407 -2.4875 -1.8657
C 3.1690 -1.3868 -1.3663
C 0.9358 1.8115 -2.8657
C 1.7642 2.0492 -3.9637
C 1.3095 2.8339 -5.0054
C 0.0479 3.4087 -4.9475
C -0.7729 3.1817 -3.8539
C -0.3338 2.3776 -2.8173
P 3.1186 3.1971 0.2198
C 3.2938 2.4488 1.8676
C 3.8412 3.2699 2.8551
C 4.0949 2.7671 4.1170
C 3.8246 1.4364 4.3967
C 3.2708 0.6201 3.4220
C 3.0086 1.1173 2.1564
C 1.5238 4.0547 0.1899
C 0.9024 4.4548 1.3747
C -0.2132 5.2674 1.3222
C -0.7098 5.7037 0.1026
C -0.0969 5.3061 -1.0766
C 1.0334 4.5136 -1.0339
H 3.4431 2.2081 -1.9404
H 3.8307 1.0848 -0.6367
H 1.5108 -0.4489 -4.1624
H 2.7470 -2.3675 -5.0558
H 4.2481 -3.6725 -3.5990
H 4.4860 -3.0675 -1.2244
H 3.2944 -1.1010 -0.3272
H 2.7520 1.6138 -4.0112
H 1.9439 2.9954 -5.8631
H -0.2920 4.0334 -5.7572
H -1.7543 3.6294 -3.8076
H -0.9775 2.1861 -1.9682
H 4.0815 4.2977 2.6171
H 4.5252 3.4039 4.8724
H 4.0490 1.0349 5.3720
H 3.0540 -0.4149 3.6428
H 2.5700 0.4708 1.4006
H 1.2971 4.1279 2.3273
H -0.6878 5.5868 2.2369
H -1.5483 6.3817 0.0747
H -0.4758 5.6514 -2.0259
H 1.5545 4.2649 -1.9467
O -2.0509 0.7468 -0.6592
C -2.8989 1.3218 0.2631
C -4.1260 0.4352 0.4335
C -4.4006 -0.7148 -0.2494
C -5.6608 -1.2539 0.0776
C -6.3319 -0.4980 0.9895
S -5.4447 0.8840 1.4658
C -3.4043 2.6086 -0.3600
C -3.8679 2.6979 -1.6428
C -4.2851 3.9995 -1.9803
C -4.1194 4.8770 -0.9533
S -3.4650 4.1308 0.4522
C -2.2074 1.5288 1.5914
C -2.6547 1.6716 2.8643
C -1.6076 1.6759 3.8253
C -0.3779 1.5244 3.2831
S -0.4608 1.4676 1.5565
H -3.7296 -1.1494 -0.9693
H -6.0560 -2.1537 -0.3549
H -7.3026 -0.6690 1.4066
H -3.8974 1.8527 -2.3067
H -4.7018 4.2628 -2.9357
H -4.3664 5.9187 -0.9249
H -3.6882 1.7679 3.1399
H -1.7795 1.7720 4.8820
H 0.5834 1.5018 3.7568

Atoms 1-2, force components in eV/Å:
Os -0.523 0.579 -0.680
S 0.219 0.693 0.986

The value obtained for the electronic energy is -186058.846 eV. The expectation value of S² is 6.04. As for the total charge: +2. The max |F| comes out at 2.55 eV/A. The value obtained for the HOMO energy (spin up / spin down) is -12.10 / -12.31 eV. As for the lowest unoccupied orbital energy (spin up / spin down): -5.00 / -8.53 eV. The spin multiplicity is 5.

Results of the Mulliken charge analysis, in e, for atoms 1 through 2: Os 0.876; S -0.419



The following is a DFT calculation (ωB97M-V/def2-TZVPD) of a molecular structure, C22H28HoN9O2PS2 at a distorted geometry.

Atoms and positions in Å:
Ho -0.1221 -0.0611 0.6324
N -8.1435 0.3231 2.8065
C -6.8618 0.2547 2.4362
C -6.5178 0.1589 1.0636
C -5.2106 0.1000 0.6734
C -4.2074 0.1237 1.6522
C -4.5139 0.2149 3.0162
C -5.8236 0.2751 3.4003
S -2.5807 0.0579 1.1325
O -2.3927 -0.6059 -0.1786
O -1.6645 -0.6589 2.0752
N -1.7328 1.4333 0.8378
C -1.2648 2.0025 2.0241
N 0.0702 1.8316 2.2190
C 0.5795 2.3927 3.3295
C -0.2094 3.0792 4.2248
C -1.5736 3.1166 3.9662
N -2.0963 2.5697 2.8705
H -8.8840 0.2975 2.1265
H -8.4117 0.3618 3.7752
H -7.3097 0.1221 0.3271
H -4.9474 0.0248 -0.3732
H -3.7237 0.2246 3.7550
H -6.0717 0.3312 4.4519
H 1.6441 2.2816 3.4903
H 0.2138 3.5505 5.0994
H -2.2748 3.5843 4.6471
N 4.1911 -6.0093 -0.9086
C 4.1724 -4.7370 -1.2851
S 4.9807 -4.1012 -2.5735
C 3.2621 -3.7739 -0.6231
C 1.8838 -4.0118 -0.5550
C 1.0426 -3.0141 -0.1226
N 1.4801 -1.8069 0.2964
C 2.8213 -1.6117 0.3006
C 3.7210 -2.5405 -0.1531
H 4.8077 -6.6505 -1.3847
H 3.7148 -6.3389 -0.0833
H 1.4782 -4.9632 -0.8728
H -0.0302 -3.1779 -0.0813
H 3.1748 -0.6613 0.6864
H 4.7776 -2.3117 -0.1600
C -0.1333 1.4449 -5.1602
N 0.1229 -0.0716 -5.1305
C -1.2088 -0.7726 -5.4400
N -2.2050 -0.3553 -4.5186
C -2.4074 1.0905 -4.5827
N -1.1688 1.7904 -4.2536
C -0.8023 1.6643 -2.8549
P -0.4836 -0.1247 -2.3779
C 0.6756 -0.5038 -3.8115
C -2.0181 -0.8552 -3.1703
H -0.4223 1.6987 -6.1801
H 0.8026 1.9462 -4.9139
H 0.7983 -0.3071 -5.8618
H -1.0459 -1.8488 -5.3880
H -1.4880 -0.4936 -6.4559
H -3.1919 1.3821 -3.8871
H -2.7187 1.3645 -5.5910
H -1.6049 2.0502 -2.2232
H 0.0922 2.2585 -2.6545
H 0.8645 -1.5777 -3.8448
H 1.6312 -0.0014 -3.6555
H -2.8786 -0.6028 -2.5541
H -1.9361 -1.9438 -3.1865

Atoms 1-2, force components in eV/Å:
Ho 2.783 -0.663 -0.436
N 0.032 -0.034 0.000

The value obtained for the electronic energy is -97508.137 eV. The expectation value of S² is 6.00. As for the total charge: +3. The max |F| comes out at 2.89 eV/A. The value obtained for the HOMO energy (spin up / spin down) is -15.02 / -15.02 eV. As for the lowest unoccupied orbital energy (spin up / spin down): -8.41 / -8.30 eV. The spin multiplicity is 5.

Results of the Mulliken charge analysis, in e, for atoms 1 through 2: Ho 0.880; N -0.430



Question: Which value of expectation value of S² does entry 2 give?
Answer: 6.00



Question: Which value of expectation value of S² does entry 2 give?
Answer: 6.00



Question: The highest total charge belongs to which entry?
Answer: C22H28HoN9O2PS2